Version i
# CH6O4

CH6O4 as an isolated structure (ωB97M-V/def2-TZVPD, OMol25).

The geometry in XYZ format:
```
11
Properties=species:S:1:pos:R:3:nbo_charge:R:1
H 0.070 -0.014 -0.647 0.51
O 0.225 -0.659 -1.731 -0.90
O -0.165 0.096 0.605 -0.74
H 0.157 -1.581 -1.181 0.53
H -0.616 -0.698 -2.210 0.50
C -0.273 -1.108 1.093 0.67
H -0.406 -1.146 2.089 0.12
O -0.195 -2.088 0.331 -0.69
O 0.469 2.788 0.503 -0.94
H 0.595 2.125 -0.133 0.46
H 0.139 2.285 1.283 0.48
```

Values from the calculation:
HOMO level: -11.03 eV
2S+1: 1
Charge: 0

***

Version ii
# CH6O4

A 3-piece molecular cluster, CH6O4 overall (ωB97M-V/def2-TZVPD, OMol25).

The geometry in XYZ format:
```
11
Properties=species:S:1:pos:R:3:nbo_charge:R:1
O -0.214 -1.342 -0.794 -0.65
C -0.545 -1.942 0.196 0.66
O -0.495 -1.393 1.405 -0.66
H -0.928 -2.957 0.120 0.13
H 0.065 -0.610 1.215 0.51
H -0.013 1.307 0.425 0.49
H 0.714 2.033 1.487 0.48
O 0.052 1.379 1.392 -0.96
H 0.551 1.722 -2.404 0.48
H 0.251 0.443 -1.525 0.50
O 0.561 1.361 -1.518 -0.99
```

Values from the calculation:
HOMO level: -11.23 eV
2S+1: 1
Charge: 0
Structure (SMILES): O=CO.O.O

***

Least stable: version i

***

Version i
# CH2N2O2

A 2-piece molecular cluster, CH2N2O2 overall (ωB97M-V/def2-TZVPD, OMol25).

The geometry in XYZ format:
```
7
Properties=species:S:1:pos:R:3:nbo_charge:R:1
C -0.266 -0.306 -1.240 0.27
N -0.564 0.239 1.050 -0.10
N 0.329 0.418 1.681 0.44
O 1.274 0.582 2.314 -0.32
O -1.377 -0.201 -1.661 -0.50
H 0.475 0.515 -1.319 0.10
H 0.128 -1.248 -0.825 0.11
```

Values from the calculation:
HOMO level: -10.06 eV
2S+1: 1
Charge: 0
Structure (SMILES): N#[N+][O-].C=O

***

Version ii
# CH2N2O2

A 2-piece molecular cluster, CH2N2O2 overall (ωB97M-V/def2-TZVPD, OMol25).

The geometry in XYZ format:
```
7
Properties=species:S:1:pos:R:3:nbo_charge:R:1
N 1.603 -0.256 0.192 -0.50
O -0.698 -0.060 -0.566 -0.16
O -1.725 -0.894 -0.787 -0.32
C 1.117 0.907 0.155 0.39
N 0.351 1.789 -0.080 -0.25
H -2.356 -0.852 -0.044 0.46
H 1.708 -0.634 1.131 0.38
```

Values from the calculation:
HOMO level (spin up / spin down): -10.58 / -10.43 eV
2S+1: 1
Charge: 0

***

Least stable: version ii

***

Version i
# C3H7O

A 2-piece molecular cluster, C3H7O overall (ωB97M-V/def2-TZVPD, OMol25).

The geometry in XYZ format:
```
11
Properties=species:S:1:pos:R:3:nbo_charge:R:1
C 1.684 1.086 -0.565 -0.19
O 1.119 0.553 0.549 -0.98
H 2.535 1.774 -0.343 0.08
H 2.129 0.334 -1.275 0.06
H 0.972 1.668 -1.199 0.07
C -1.147 -0.901 0.666 -0.30
C -1.893 -0.945 -0.437 -0.48
H -1.410 -0.259 1.496 0.19
H -0.210 -1.424 0.718 0.22
H -2.870 -0.474 -0.491 0.16
H -1.560 -1.443 -1.340 0.17
```

Values from the calculation:
HOMO level: -1.89 eV
2S+1: 1
Charge: -1

***

Version ii
# C3H7O

An isolated ion of composition C3H7O and charge -1 (ωB97M-V/def2-TZVPD, OMol25).

The geometry in XYZ format:
```
11
Properties=species:S:1:pos:R:3:nbo_charge:R:1
C -0.629 -1.141 -0.220 0.02
O -1.761 -1.570 -0.761 -0.95
C -0.372 0.397 -0.340 -0.44
C 0.857 0.851 0.452 -0.62
H -0.510 -1.343 0.888 0.04
H 0.303 -1.606 -0.667 0.04
H -0.208 0.600 -1.405 0.17
H -1.261 0.940 0.006 0.18
H 0.888 0.336 1.419 0.19
H 1.817 0.610 -0.020 0.18
H 0.875 1.927 0.648 0.18
```

Values from the calculation:
HOMO level: -1.99 eV
2S+1: 1
Charge: -1
Structure (SMILES): CCC[O-]

***

Least stable: version i

***

Version i
# C3H3IN2O

An isolated molecule of C3H3IN2O (ωB97M-V/def2-TZVPD, OMol25).

The geometry in XYZ format:
```
10
Properties=species:S:1:pos:R:3:nbo_charge:R:1
C 1.559 1.587 -0.404 0.40
C -0.003 -0.120 0.766 0.72
C -0.842 -1.249 0.234 -0.62
N 2.258 2.493 -0.464 -0.35
N 0.627 0.682 -0.628 -0.75
O 0.298 0.304 1.805 -0.46
I -2.724 -0.266 -0.287 0.14
H -1.236 -1.850 1.043 0.28
H -0.656 -1.542 -0.767 0.26
H 0.720 -0.040 -1.298 0.39
```

Values from the calculation:
HOMO level: -9.86 eV
2S+1: 1
Charge: 0
Structure (SMILES): N#CNC(=O)CI

***

Version ii
# C3H3IN2O

An isolated molecule of C3H3IN2O (ωB97M-V/def2-TZVPD, OMol25).

The geometry in XYZ format:
```
10
Properties=species:S:1:pos:R:3:nbo_charge:R:1
C -0.269 -0.412 -0.041 -0.01
C -0.865 0.900 0.099 0.04
C 1.332 0.237 0.015 0.08
N -0.098 1.869 0.082 -0.22
N 1.194 1.482 0.023 -0.32
O -1.164 -1.398 0.663 -0.71
I 3.229 -0.654 -0.209 0.21
H -0.198 -0.907 -1.027 0.23
H -1.864 1.165 0.189 0.21
H -1.296 -2.281 0.206 0.49
```

Values from the calculation:
HOMO level: -9.67 eV
2S+1: 1
Charge: 0
Structure (SMILES): O[C@H]1C=NN=C1I

***

Least stable: version ii

***

Version i
# C4H12N2O

An isolated ion of composition C4H12N2O and charge +1 (ωB97M-V/def2-TZVPD, OMol25).

The geometry in XYZ format:
```
19
Properties=species:S:1:pos:R:3:nbo_charge:R:1
N 1.424 2.040 -1.166 -0.42
C 2.067 1.476 0.069 -0.27
C 1.480 0.065 0.592 -0.24
N 0.232 -0.246 1.230 -0.47
C -0.946 -0.255 0.314 -0.25
C -1.415 -1.595 -0.028 -0.13
O -2.760 -1.664 -0.787 -0.70
H 0.998 1.522 -1.927 0.41
H 1.645 2.920 -1.600 0.41
H 3.076 1.232 -0.235 0.29
H 1.968 2.108 0.951 0.25
H 2.174 -0.084 1.462 0.24
H 1.745 -0.624 -0.251 0.21
H 0.122 0.553 1.802 0.37
H -0.533 0.374 -0.660 0.15
H -1.850 0.338 0.616 0.24
H -1.685 -2.142 0.938 0.21
H -0.923 -2.067 -0.873 0.22
H -3.369 -1.523 -0.063 0.46
```

Values from the calculation:
⟨S²⟩: 0.7573
HOMO level (spin up / spin down): -13.81 / -13.69 eV
2S+1: 2
Charge: +1

***

Version ii
# C4H12N2O

An isolated ion of composition C4H12N2O and charge +1 (ωB97M-V/def2-TZVPD, OMol25).

The geometry in XYZ format:
```
19
Properties=species:S:1:pos:R:3:nbo_charge:R:1
C 0.658 -0.237 -0.265 -0.29
C 0.651 0.821 -1.351 -0.45
C -0.131 2.100 -1.083 -0.09
O 0.246 2.846 0.065 -0.68
N -0.662 -0.609 0.115 -0.14
C -1.007 -1.688 1.110 -0.09
N 0.065 -2.363 1.706 -0.75
H 1.136 -1.170 -0.582 0.25
H 1.152 0.074 0.652 0.25
H 0.283 0.399 -2.287 0.24
H 1.692 1.014 -1.603 0.25
H -1.218 1.941 -1.099 0.16
H 0.042 2.720 -1.964 0.22
H 0.388 2.230 0.794 0.45
H -1.284 0.191 0.248 0.40
H -1.594 -1.100 1.816 0.24
H -1.686 -2.349 0.597 0.25
H 0.462 -3.073 1.099 0.39
H 0.807 -1.747 2.032 0.38
```

Values from the calculation:
⟨S²⟩: 0.7542
HOMO level (spin up / spin down): -14.47 / -14.47 eV
2S+1: 2
Charge: +1

***

Least stable: version i

***

Version i
# C9H12O

An isolated molecule of C9H12O (ωB97M-V/def2-TZVPD, OMol25).

The geometry in XYZ format:
```
22
Properties=species:S:1:pos:R:3:nbo_charge:R:1
C 1.389 -0.910 -0.398 -0.21
C 0.183 -1.490 -0.340 -0.18
C 0.451 1.163 0.450 -0.20
C 1.523 0.468 -0.115 -0.09
C -1.321 0.363 -1.166 -0.42
C -1.035 -0.755 -0.297 -0.09
C -0.860 0.719 0.333 0.26
C 2.834 1.049 -0.052 -0.61
C -2.069 -1.594 0.416 -0.59
O -1.867 1.179 1.188 -0.72
H 2.271 -1.502 -0.605 0.21
H 0.141 -2.605 -0.512 0.21
H 0.593 2.125 1.065 0.21
H -0.645 0.822 -1.905 0.23
H -2.299 0.721 -1.359 0.23
H 3.052 1.748 -0.791 0.21
H 3.593 0.268 -0.174 0.21
H 2.959 1.676 0.932 0.21
H -1.973 -1.583 1.463 0.22
H -2.036 -2.659 0.158 0.21
H -3.024 -1.291 0.263 0.21
H -1.860 2.089 1.446 0.49
```

Values from the calculation:
HOMO level: -7.53 eV
2S+1: 1
Charge: 0
Structure (SMILES): CC1=C[C@@]2(O)C[C@@]2(C)C=C1

***

Version ii
# C9H12O

A 2-piece molecular cluster, C9H12O overall (ωB97M-V/def2-TZVPD, OMol25).

The geometry in XYZ format:
```
22
Properties=species:S:1:pos:R:3:nbo_charge:R:1
C -1.574 -0.942 1.256 -0.66
C -1.271 0.198 0.329 -0.08
C -1.206 -0.161 -1.233 0.35
C -1.392 1.480 0.684 -0.39
O -1.350 0.727 -2.069 -0.60
H -1.745 -1.126 -1.319 0.14
H -1.726 -0.607 2.282 0.22
H -2.477 -1.461 0.927 0.22
H -0.754 -1.662 1.257 0.22
H -1.582 1.778 1.704 0.20
H -1.252 2.263 -0.046 0.21
C 1.615 1.274 -0.863 -0.66
C 1.263 -0.129 -0.484 0.05
C 0.730 -1.003 -1.431 -0.42
C 1.687 -0.581 0.785 -0.06
C 2.024 -0.909 1.892 -0.16
H 1.463 1.958 -0.029 0.23
H 2.666 1.304 -1.163 0.24
H 0.995 1.590 -1.704 0.25
H 0.898 -0.799 -2.480 0.24
H 0.668 -2.052 -1.174 0.22
H 2.321 -1.142 2.878 0.24
```

Values from the calculation:
HOMO level: -8.92 eV
2S+1: 1
Charge: 0
Structure (SMILES): C#CC(=C)C.C=C(C)C=O

***

Least stable: version ii